Below is C21H31ORe as an isolated structure in a non-equilibrium geometry, with properties calculated with ωB97M-V/def2-TZVPD.

Geometry (Å):
C: 1.32207 -2.02185 1.64624
C: 1.76904 -1.25303 0.53701
C: 0.83278 -1.41444 -0.52134
C: -0.18499 -2.30270 -0.07221
C: 0.11499 -2.67559 1.27055
Re: -0.15402 -0.65916 1.13806
C: -3.31393 1.30810 -0.20088
C: -2.65789 0.91105 0.94805
H: -2.22315 1.66568 1.63798
C: -2.34071 -0.49547 1.28212
H: -2.80910 -1.22433 0.59452
H: -2.48914 -0.77406 2.34780
C: -3.30195 2.84638 -0.42059
H: -2.57983 3.30131 0.28935
H: -2.90210 3.04341 -1.42268
H: -4.27540 3.36788 -0.31467
C: -2.89167 0.54271 -1.50522
H: -1.87517 0.07908 -1.33915
H: -3.57285 -0.25084 -1.91768
H: -2.71431 1.30083 -2.29294
C: 3.02413 -0.42797 0.51913
H: 3.13831 0.13451 1.44999
H: 3.91570 -1.06021 0.39441
H: 2.99889 0.31758 -0.27902
C: 1.02549 -0.89178 -1.93040
H: 1.50106 0.08838 -1.90715
H: 1.66678 -1.57282 -2.51043
H: 0.07021 -0.80193 -2.45226
C: -1.27849 -2.92138 -0.91895
H: -1.36156 -2.40966 -1.88132
H: -1.06961 -3.98362 -1.10752
H: -2.24476 -2.87269 -0.41122
C: -0.66934 -3.61679 2.15125
H: -1.72754 -3.62589 1.87937
H: -0.28685 -4.64134 2.06186
H: -0.58169 -3.32566 3.20228
C: 2.01100 -2.12135 2.98312
H: 1.29108 -2.29677 3.78929
H: 2.72106 -2.95960 2.98589
H: 2.57971 -1.21160 3.20715
C: 2.18765 2.38406 -0.19731
C: 0.59154 2.53287 -1.05957
C: 3.03425 2.99985 -1.03699
C: 0.55119 2.82672 -2.36043
H: -0.53992 2.42653 -0.94601
C: 2.88631 3.27650 -2.51719
H: 4.07350 3.25626 -0.76639
C: 1.63924 3.18522 -3.17746
H: -0.44356 2.79704 -2.81110
H: 3.71701 3.61981 -3.20126
H: 1.44808 3.35904 -4.22994
O: -0.05636 0.79220 2.78525
H: -0.44944 0.43781 3.59252
H: 0.88428 1.01174 3.01608

Atoms 1-6, force components in eV/Å:
C 2.13 -1.23 0.05
C 2.56 -1.24 -0.09
C 1.22 0.02 -2.04
C -0.44 -2.37 -1.33
C -0.19 -2.39 0.99
Re -5.14 6.71 1.77

Properties
Lowest unoccupied orbital energy (alpha / beta) = -3.1110 / -5.9000 eV
⟨S²⟩ = 3.800
Spin multiplicity = 4
F_max = 0.1679 hartree/bohr
Relative energy (zero: lowest compared OMol25 entry of this formula, charge and spin) = 0.00 kcal/mol
Frontier orbital gap (alpha / beta) = 7.4066 / 4.6091 eV
HOMO level (alpha / beta) = -0.387 / -0.386 Eh
Charge = +1

Atomic partial charges in e from the Löwdin method, atoms 1 to 2:
1. C -0.352
2. C -0.332

***

Below is a 2-piece molecular cluster, C2H2OS overall in a non-equilibrium geometry, with properties calculated with ωB97M-V/def2-TZVPD.

Geometry (Å):
C: -0.45026 -0.43739 -0.27300
C: 0.73299 0.16800 0.17929
O: -0.99131 -1.42810 0.18053
S: 2.20057 0.63738 0.06160
H: -0.87233 0.23008 -1.10561
H: -0.61966 0.83003 0.95718

Force components x, y, z for each atom (eV/Å):
C -1.76 -0.74 -0.65
C -1.13 1.96 1.36
O 0.17 -0.07 -0.66
S 0.07 -0.08 0.27
H 0.12 -0.72 0.60
H 2.53 -0.35 -0.92

Properties
Lowest unoccupied orbital energy = -1.1789 eV
F_max = 0.0527 hartree/bohr
Relative energy (zero: lowest compared OMol25 entry of this formula, charge and spin) = 67.68 kcal/mol
Frontier orbital gap = 8.0879 eV
HOMO level = -0.341 Eh

Atomic partial charges in e from the Löwdin method, atoms 1 to 2:
1. C -0.513
2. C -0.682